Here is a structure of composition C28H39N3O8P2SSiTi from the Open Molecules 2025 dataset. Energies are from ωB97M-V with the def2-TZVPD basis set.

## Properties
* <S²>: 2.01
* E_tot: -4076.754291 Eh
* largest force on an atom: 0.0506 hartree/bohr
* multiplicity: 3

Each line ends with the Mulliken spin population.
Cartesian coordinates (Å):
Ti -0.228385 -0.968099 0.045723  1.753
C -0.846372 4.097440 -1.500151  -0.002
C -0.267531 3.394335 -0.315073  -0.009
C 0.960968 2.756281 -0.398150  0.033
C 1.502256 2.112095 0.701600  0.015
C 0.827859 2.114975 1.911865  -0.009
C -0.402815 2.742601 2.002544  -0.001
C -0.942113 3.375375 0.899109  -0.002
H -0.538337 3.622573 -2.426595  -0.001
H -0.512338 5.134910 -1.531176  0.000
H -1.930156 4.096201 -1.465502  0.000
H 1.496164 2.760267 -1.335918  0.000
H 2.481385 1.656702 0.634366  -0.004
H 1.270207 1.635806 2.775665  0.002
H -0.953471 2.734249 2.932136  0.000
H -1.909654 3.850362 0.977759  0.004
C -0.712547 -3.989344 -5.382829  0.000
Si -0.942895 -2.122366 -5.268087  0.002
C -0.459015 -1.339204 -6.924125  0.000
C -2.759543 -1.731783 -4.963376  -0.001
C 0.238895 -1.411294 -3.973120  -0.008
C 1.471630 -0.894896 -4.374343  0.007
C 2.383561 -0.349538 -3.463336  0.005
C 2.004515 -0.311018 -2.139632  0.038
N 0.813947 -0.809809 -1.719310  -0.026
C -0.034164 -1.397936 -2.596592  0.049
S -1.420045 -2.115344 -1.866581  -0.026
H -1.313045 -4.393599 -6.190650  0.000
H -1.022414 -4.470942 -4.465522  0.000
H 0.319964 -4.258144 -5.565531  0.000
H -1.193710 -1.592463 -7.676232  0.000
H 0.496489 -1.690127 -7.285679  0.000
H -0.410844 -0.260467 -6.861833  0.000
H -3.334889 -2.059967 -5.821748  0.000
H -2.935328 -0.672433 -4.823569  0.000
H -3.131239 -2.237849 -4.080881  0.000
H 1.738393 -0.906349 -5.416246  0.001
H 3.344480 0.032481 -3.777299  0.000
H 2.648097 0.117459 -1.370024  0.009
C 3.020564 -2.608323 3.279543  -0.001
C 2.034035 -2.104455 2.252630  0.060
O 2.401421 -0.850350 1.702655  0.010
P 0.368887 -1.833168 2.942047  0.012
O 0.624350 -1.286337 4.410269  -0.001
O -0.286338 -3.248622 3.212061  0.000
O -0.475265 -0.888883 2.160841  0.010
P 1.796666 -3.177622 0.761776  -0.026
O 1.939734 -4.696123 1.276043  -0.001
O 2.838662 -2.808807 -0.220283  0.010
O 0.317519 -2.952553 0.505924  -0.028
H 3.212576 -1.839025 4.027011  0.000
H 3.959434 -2.867707 2.785975  0.000
H 2.637908 -3.497070 3.774298  0.000
H 3.015893 -1.064999 0.968124  0.002
H 0.002978 -0.605093 4.659075  0.000
H -0.491838 -3.685473 2.375109  0.004
H 2.752553 -5.078493 0.964275  0.000
C -5.772369 1.067276 -1.298701  0.008
N -4.474606 1.731833 -1.261735  0.010
N -3.634128 1.185129 -0.270132  -0.010
C -2.432716 0.817402 -0.842379  0.041
O -1.472383 0.392875 -0.182803  -0.009
C -2.511779 1.149773 -2.219307  0.031
C -3.745625 1.666936 -2.456816  0.034
C -4.387022 2.095237 -3.726001  -0.001
C -3.924387 1.431473 1.062387  -0.009
C -4.785286 2.477724 1.404625  0.013
C -5.086873 2.714919 2.727110  -0.004
C -4.536265 1.933347 3.728132  0.011
C -3.674114 0.901460 3.381197  0.000
C -3.368695 0.637674 2.064866  -0.049
H -6.192201 1.049144 -0.293972  0.000
H -5.687359 0.044837 -1.673459  -0.001
H -6.435599 1.641545 -1.941909  0.000
H -1.716500 1.021846 -2.923725  0.000
H -3.628975 2.257655 -4.485748  0.000
H -4.943425 3.021363 -3.590217  0.000
H -5.079917 1.344149 -4.106119  0.003
H -5.187971 3.109247 0.627514  0.001
H -5.753731 3.524788 2.976889  0.000
H -4.775524 2.122025 4.759908  0.001
H -3.242655 0.281300 4.149027  -0.001
H -2.695094 -0.172699 1.810639  0.052

Cartesian forces, eV/Å:
0.7 -1.6 1.0
0.1 0.2 -0.1
0.0 -0.1 0.1
0.0 -0.1 0.0
0.2 0.2 0.1
0.1 -0.1 0.1
0.0 0.0 0.1
0.0 0.0 -0.1
0.1 -0.1 -0.2
0.0 0.1 0.0
-0.2 0.0 0.0
0.1 0.0 -0.2
0.0 -0.1 0.0
0.0 -0.1 0.0
0.0 0.0 0.1
-0.1 0.1 0.0
-0.1 0.5 0.0
0.0 -0.2 -0.1
-0.1 -0.2 0.5
0.4 -0.1 0.0
0.5 0.2 -0.8
-0.4 0.0 0.4
-0.2 -0.1 0.3
-0.6 -0.2 0.1
1.5 0.3 -1.3
-0.1 0.0 0.2
-0.3 -0.2 -0.3
-0.2 -0.1 -0.2
-0.1 -0.1 0.3
0.3 0.0 -0.1
-0.3 -0.1 -0.2
0.4 -0.2 -0.1
0.0 0.4 0.1
-0.2 -0.1 -0.3
0.0 0.4 0.0
0.0 -0.1 0.1
0.0 0.0 -0.3
0.0 0.0 0.0
-0.2 -0.1 -0.2
0.2 0.0 0.1
-0.2 -0.3 0.1
0.6 0.5 -0.3
0.2 -0.3 0.2
0.3 -0.4 -0.1
0.1 0.2 0.4
-0.2 0.1 0.3
-0.3 -0.2 0.3
-0.6 0.4 0.2
0.2 0.0 0.1
0.5 -0.6 0.0
0.0 0.0 0.0
0.0 0.0 0.0
0.0 -0.1 0.1
-0.3 0.1 0.2
-0.3 0.4 0.1
0.0 -0.1 -0.4
0.6 -0.3 -0.2
-0.4 0.0 0.1
0.4 -0.1 -0.1
0.0 -0.2 -1.3
-0.1 0.5 0.6
-1.6 2.0 -0.1
-0.7 0.5 -0.6
0.5 -0.3 0.5
0.0 0.0 0.0
-0.2 0.2 1.0
0.2 -0.2 -0.4
-0.1 0.1 0.3
0.1 -0.1 -0.1
-0.2 0.2 0.3
0.2 -0.2 -0.5
0.0 0.0 -0.1
0.0 -0.1 0.0
0.0 0.0 0.0
0.2 -0.1 -0.2
0.1 0.0 -0.1
0.0 0.1 0.0
0.0 -0.1 0.0
0.0 0.0 0.0
-0.1 0.1 0.0
0.0 0.0 0.2
0.1 -0.1 0.2
-0.1 0.1 0.1